174
Properties=species:S:1:pos:R:3 method="wB97M-V/def2-TZVPD" total_energy_ev=-144274.4728 total_charge=+2 lumo_ev=-9.82
In 20.6202 6.2237 18.9211
Tl 23.7542 10.4213 20.2627
Cl 21.2799 8.4356 21.6523
Cl 21.3883 9.6264 17.7270
Cl 17.9151 8.3768 19.4813
Cl 23.9986 7.0884 19.2306
C 15.3558 12.8184 18.4883
O 16.3201 11.7567 18.6400
C 17.7242 12.0255 18.6051
C 18.2540 12.3461 17.1728
N 18.5308 11.0794 16.5590
C 18.8748 11.3752 15.1157
C 19.2219 10.0863 14.3800
O 17.9083 9.4017 14.2467
C 17.9548 8.2289 13.2824
H 14.2739 12.6954 18.4391
H 15.5447 13.8031 18.0606
H 15.3965 13.1812 19.5154
H 18.2718 11.1376 18.9210
H 17.9849 12.7176 19.4058
H 19.1297 12.9682 17.3580
H 17.6353 12.8187 16.4100
H 19.4800 10.8827 16.8423
H 19.8123 11.9224 15.0169
H 18.2097 12.0647 14.5958
H 19.8968 9.4998 15.0035
H 19.6239 10.3582 13.4040
H 17.9044 8.5337 12.2372
H 17.1434 7.5437 13.5282
H 18.8796 7.6586 13.3689
C 24.9996 9.3202 16.5947
O 24.9686 10.5150 17.3221
C 24.9252 11.6290 16.5078
C 24.7824 12.8877 17.3744
N 23.5078 12.7006 18.1663
C 22.9330 13.9177 18.7083
C 21.5856 13.4474 19.4457
O 21.7752 12.4870 20.4634
C 20.4742 12.1314 21.0145
H 25.6932 8.5909 17.0131
H 25.4333 9.4785 15.6073
H 24.0696 8.7568 16.6700
H 24.1721 11.5629 15.7226
H 25.8387 11.6240 15.9130
H 24.5984 13.7082 16.6807
H 25.6365 12.9138 18.0510
H 22.9038 12.4052 17.4126
H 22.6653 14.5443 17.8575
H 23.5118 14.5346 19.3957
H 20.8183 13.1468 18.7323
H 21.3410 14.3213 20.0496
H 19.9547 11.3651 20.4391
H 19.7814 12.9576 21.1745
H 20.7329 11.7239 21.9919
C 19.1151 5.3945 22.4772
O 18.9662 5.2339 21.0711
C 17.9702 4.1878 20.8834
C 17.3560 4.0589 19.4473
N 18.4289 3.8108 18.5379
C 18.6845 2.3906 18.4989
C 18.5444 1.7354 17.1406
O 17.1639 1.8660 16.7523
C 16.4776 0.5832 16.7499
H 18.1415 5.4797 22.9599
H 19.6910 6.2757 22.7601
H 19.5624 4.5391 22.9834
H 17.0991 4.1676 21.5383
H 18.5074 3.2824 21.1661
H 17.0075 5.0749 19.2624
H 16.4746 3.4287 19.3284
H 18.0732 3.9312 17.6003
H 18.1018 1.8320 19.2314
H 19.7207 2.3219 18.8300
H 18.9073 0.7094 17.2025
H 19.1634 2.2141 16.3818
H 17.0168 -0.1867 16.1979
H 15.5410 0.5956 16.1926
H 16.3606 0.1045 17.7221
C 17.0429 10.2595 29.8223
O 17.2053 8.8512 29.8603
C 18.0787 8.2237 28.8725
C 17.3474 7.9747 27.4983
N 18.2292 7.9195 26.3070
C 19.1046 6.7033 26.0761
C 18.2947 5.3817 26.2062
O 17.0632 5.3353 25.4988
C 16.2802 4.0668 25.7383
H 16.4988 10.5862 28.9361
H 17.9816 10.7944 29.6777
H 16.3264 10.5448 30.5926
H 18.3379 7.2592 29.3091
H 18.9788 8.7919 28.6378
H 16.5895 8.7148 27.2416
H 16.8194 7.0219 27.5381
H 17.7735 8.0954 25.4230
H 19.9943 6.8416 26.6903
H 19.4813 6.7547 25.0546
H 18.0946 5.3200 27.2759
H 18.9575 4.5813 25.8773
H 15.2570 4.0741 25.3625
H 16.2608 3.8572 26.8078
H 16.7994 3.1803 25.3742
C 22.7532 11.9955 27.5385
O 22.0698 10.8632 26.9989
C 20.8268 10.5901 27.6020
C 19.7512 11.5198 26.8842
N 19.0829 10.7874 25.8837
C 17.9422 11.5064 25.3109
C 17.6129 10.8235 23.9733
O 16.8256 9.5884 24.1381
C 16.7204 8.8016 22.9002
H 22.7741 11.9494 28.6273
H 22.3977 12.8754 27.0022
H 23.7781 12.0065 27.1676
H 20.8996 10.6283 28.6889
H 20.7113 9.5180 27.4428
H 20.2135 12.4728 26.6267
H 19.0093 11.7501 27.6488
H 18.6326 9.9497 26.2238
H 18.0788 12.5576 25.0569
H 17.2367 11.3799 26.1321
H 18.4869 10.4678 23.4276
H 17.0547 11.5534 23.3870
H 16.2001 9.3042 22.0849
H 16.1130 7.9550 23.2202
H 17.6481 8.2732 22.6807
C 27.6849 10.1756 18.9316
O 26.7519 9.5575 19.8732
C 27.4905 8.6512 20.6880
C 26.5094 8.2356 21.8428
N 25.7868 9.3430 22.3915
C 25.0583 8.8583 23.5806
C 24.2940 10.0214 24.3480
O 23.7326 10.8495 23.3180
C 22.8653 11.8966 23.9925
H 28.1026 9.4105 18.2771
H 28.4916 10.7244 19.4175
H 27.0176 10.8062 18.3441
H 28.4091 9.0735 21.0953
H 27.7236 7.7884 20.0639
H 27.1384 7.7120 22.5627
H 25.7777 7.5245 21.4592
H 26.3983 10.0112 22.8384
H 25.6367 8.2438 24.2704
H 24.2970 8.1713 23.2112
H 24.9350 10.6204 24.9949
H 23.4404 9.7031 24.9463
H 22.2624 12.4976 23.3116
H 23.4941 12.5850 24.5571
H 22.2026 11.4459 24.7313
C 22.0461 6.8862 15.2213
O 22.0043 5.8689 16.2176
C 22.4520 4.5394 15.7815
C 22.9815 3.8053 17.0048
N 21.9242 3.5744 18.0053
C 22.4703 2.6543 19.0750
C 23.2448 3.3978 20.1800
O 22.3906 4.3149 20.7970
C 22.9937 4.9623 21.9542
H 21.4799 6.6440 14.3220
H 23.0866 6.9402 14.9010
H 21.9406 7.8597 15.7002
H 23.4197 4.6262 15.2874
H 21.8135 4.0145 15.0709
H 23.8795 4.2200 17.4628
H 23.3043 2.8066 16.7106
H 21.1154 3.0775 17.6602
H 23.0688 1.8339 18.6789
H 21.6867 2.1230 19.6152
H 24.1649 3.9058 19.8913
H 23.6425 2.6748 20.8921
H 23.1910 4.1271 22.6263
H 22.3061 5.6453 22.4529
H 23.9081 5.5247 21.7653